(1)
Molecular formula: C17H27NO2
Method: DFT, ωB97M-V/def2-TZVPD

The SMILES is CCCCCCCCC(=O)NCCOc1ccccc1. The calculation puts the max |F| at 0.578 eV Å⁻¹. The calculation puts the frontier orbital gap at 0.34371 hartree. The calculation puts the LUMO energy at 0.8 eV.

Last column: natural (NBO) charge in e.
Positions of all 47 atoms, in Å:
O: 0.102 -0.181 -2.861  -0.501
O: -0.493 -2.847 -0.136  -0.627
N: 0.899 -2.611 -1.891  -0.618
C: -0.184 -1.302 -3.663  -0.074
C: 0.382 3.786 3.199  -0.388
C: 1.354 0.180 2.094  -0.394
C: 1.840 -2.369 0.307  -0.508
C: 0.547 1.298 2.749  -0.388
C: -0.154 -2.626 -2.876  -0.262
C: 1.027 5.150 2.991  -0.600
C: -2.951 0.376 -0.865  -0.196
C: -0.405 1.381 -1.209  -0.270
C: -0.825 0.290 -1.970  0.293
C: -1.257 1.963 -0.293  -0.186
C: 1.505 -2.357 1.797  -0.385
C: 1.204 2.664 2.569  -0.388
C: -2.110 -0.206 -1.799  -0.254
C: -2.534 1.457 -0.110  -0.250
C: 0.618 -2.617 -0.560  0.692
C: 0.646 -1.166 2.224  -0.399
H: 0.593 1.760 -1.365  0.222
H: 2.019 5.175 3.437  0.200
H: 2.341 0.124 2.562  0.188
H: -0.620 3.787 2.762  0.190
H: -1.078 -2.783 -2.315  0.239
H: 0.363 -1.312 3.269  0.198
H: 0.272 3.595 4.269  0.194
H: 0.426 5.934 3.447  0.207
H: -0.452 1.314 2.308  0.202
H: 2.293 -1.421 0.010  0.219
H: 0.962 -3.275 2.031  0.219
H: -0.269 -1.156 1.632  0.224
H: -0.924 2.816 0.277  0.213
H: 0.617 -1.301 -4.410  0.189
H: 1.126 5.368 1.929  0.199
H: 1.811 -2.315 -2.200  0.391
H: -3.198 1.904 0.614  0.214
H: -0.016 -3.455 -3.578  0.198
H: 2.436 -2.356 2.369  0.197
H: 1.331 2.865 1.503  0.188
H: 0.436 1.088 3.815  0.193
H: -1.144 -1.192 -4.184  0.183
H: -3.944 -0.025 -0.731  0.214
H: 1.495 0.426 1.039  0.192
H: -2.472 -1.040 -2.379  0.208
H: 2.199 2.650 3.021  0.194
H: 2.563 -3.163 0.100  0.227



(2)
Molecular formula: C15H30O15
Method: DFT, ωB97M-V/def2-TZVPD

The SMILES is COC(=O)OC.COC(=O)OC.COC(=O)OC.COC(=O)OC.COC(=O)OC. The calculation puts the max |F| at 18.940 eV Å⁻¹. The calculation puts the frontier orbital gap at 0.39134 hartree. The calculation puts the LUMO energy at 0.5 eV.

Last column: natural (NBO) charge in e.
Positions of all 60 atoms, in Å:
O: -6.567 0.136 1.079  -0.697
O: -4.432 -0.601 1.232  -0.464
O: 4.483 3.946 4.635  -0.536
O: 1.120 -2.559 1.473  -0.615
O: -1.873 2.097 -0.584  -0.632
O: 1.694 -0.857 -5.003  -0.525
O: 0.527 -3.749 -0.311  -0.497
O: -1.233 2.280 -2.800  -0.485
O: 2.880 -1.976 -3.350  -0.688
O: 3.688 -1.728 -5.473  -0.477
O: 0.052 1.040 -1.151  -0.578
O: -1.126 -2.760 0.989  -0.497
O: 3.999 2.305 3.074  -0.627
O: -5.876 -1.236 2.712  -0.514
O: 2.699 4.099 3.314  -0.495
C: 5.588 3.142 5.207  -0.257
C: -1.520 -2.481 2.176  -0.265
C: -5.593 -0.487 1.638  0.993
C: -2.352 3.016 -3.169  -0.269
C: 4.924 -2.443 -5.142  -0.224
C: 2.776 -1.622 -4.560  0.992
C: 0.234 -2.962 0.758  0.984
C: 0.234 0.500 0.174  -0.282
C: 0.749 -0.377 -4.038  -0.244
C: -1.122 1.907 -1.528  1.009
C: -4.142 -0.228 -0.113  -0.259
C: 1.853 -3.632 -0.835  -0.276
C: 1.910 3.823 2.077  -0.156
C: 3.756 3.381 3.543  0.993
C: -7.054 -1.461 3.328  -0.261
H: -1.612 -1.438 2.563  0.171
H: -7.674 -2.006 2.551  0.192
H: -7.063 -1.800 4.396  0.206
H: 1.373 4.446 1.895  0.127
H: 5.647 2.003 4.950  0.210
H: 2.286 -4.064 -1.715  0.228
H: 5.682 3.291 6.433  0.194
H: -4.574 0.741 -0.417  0.212
H: 2.613 3.781 1.204  0.190
H: 6.474 3.354 4.822  0.171
H: -7.628 -0.622 3.631  0.187
H: 5.519 -1.989 -4.562  0.181
H: 2.582 -3.983 -0.092  0.183
H: 0.042 0.231 -4.732  0.188
H: -3.310 2.717 -2.579  0.207
H: -0.925 -2.974 3.015  0.186
H: 5.339 -2.711 -6.037  0.193
H: 2.128 -2.628 -0.855  0.201
H: 0.382 1.402 0.783  0.199
H: 0.725 -0.520 0.262  0.243
H: 0.260 -1.171 -3.611  0.192
H: -4.765 -0.832 -0.759  0.199
H: -0.615 -0.077 0.434  0.182
H: -3.133 -0.158 -0.270  0.206
H: -2.604 -2.636 2.240  0.202
H: -2.549 3.155 -4.235  0.215
H: 4.773 -3.342 -4.534  0.196
H: 1.246 0.438 -3.439  0.212
H: -2.182 4.010 -2.853  0.188
H: 1.287 2.870 2.158  0.186



(3)
Molecular formula: C29H44BN6O6P2S
Method: DFT, ωB97M-V/def2-TZVPD

As for the total charge: -1. The calculation puts the max |F| at 1.990 eV Å⁻¹. The calculation puts the frontier orbital gap at 0.23800 hartree. The calculation puts the LUMO energy at 2.2 eV.

Last column: Löwdin charge in e.
Positions of all 89 atoms, in Å:
S: -4.270 -2.226 0.579  0.673
P: -0.860 2.173 0.398  0.888
P: 0.131 -2.536 -0.566  0.938
O: -3.418 -2.531 1.703  -0.368
O: 0.799 2.545 0.252  -0.389
O: -0.875 1.157 1.753  -0.358
O: -2.550 0.367 -1.116  -0.040
O: -0.275 0.037 -1.592  -0.116
O: -5.162 -3.305 0.287  -0.348
N: 5.245 3.549 -8.498  0.004
N: -9.296 -3.338 2.422  -0.006
N: 3.438 -4.414 1.348  0.013
N: 2.504 2.152 -4.236  -0.003
N: -4.368 -1.237 4.307  0.014
N: 2.380 5.225 1.480  0.014
C: 6.521 3.694 -8.970  -0.148
C: 7.297 2.732 -8.381  -0.116
C: 3.239 -5.385 2.288  -0.140
C: 1.586 -2.570 -1.688  -0.280
C: -2.213 -0.866 -0.553  -0.422
C: -3.279 -1.900 -0.843  -0.197
C: 3.698 5.014 1.195  -0.141
C: -7.947 -3.489 2.245  -0.134
C: 4.466 -5.815 2.716  -0.119
C: -5.283 -0.246 4.508  -0.156
C: 0.691 -2.134 1.151  -0.278
C: 3.184 3.341 -4.289  -0.165
C: 1.670 2.140 -3.146  -0.108
C: 2.268 6.021 2.584  -0.145
C: -5.322 0.033 5.849  -0.121
C: 6.454 1.975 -7.522  -0.108
C: 5.196 2.503 -7.619  -0.148
C: 4.443 5.682 2.132  -0.124
C: -7.313 -2.813 3.251  -0.104
C: -8.319 -2.225 4.066  -0.107
C: 4.778 -4.220 1.164  -0.141
C: -4.392 -0.836 6.483  -0.119
C: 1.824 3.330 -2.491  -0.100
C: 3.534 6.322 3.016  -0.126
C: -0.887 -1.177 -1.258  -0.504
C: -9.531 -2.566 3.529  -0.151
C: 2.784 4.093 -3.216  -0.115
C: 5.446 -5.074 2.001  -0.119
C: -3.821 -1.605 5.501  -0.136
B: -1.279 1.093 -1.191  -0.840
H: 5.519 5.707 2.178  0.082
H: 1.907 -1.569 -1.962  0.034
H: 2.709 -3.915 0.871  0.093
H: 4.464 4.123 -8.755  0.144
H: 2.245 -5.685 2.572  0.107
H: -4.166 -0.888 7.535  0.082
H: -7.551 -4.061 1.423  0.099
H: 1.315 -3.097 -2.587  0.026
H: -3.904 -1.605 -1.676  0.123
H: 4.272 2.228 -7.140  0.095
H: 2.401 -3.093 -1.206  0.006
H: 6.765 4.465 -9.679  0.102
H: -6.248 -2.744 3.385  0.073
H: 2.599 1.401 -4.893  0.132
H: 6.516 -5.158 2.091  0.085
H: 3.140 5.082 -2.975  0.082
H: -4.919 -1.078 0.905  0.097
H: 1.303 6.303 2.967  0.104
H: 8.351 2.586 -8.546  0.087
H: 1.042 1.291 -2.928  0.094
H: -2.099 -0.810 0.532  0.112
H: -5.945 0.774 6.322  0.084
H: 4.643 -6.576 3.458  0.085
H: 3.990 4.409 0.353  0.108
H: -0.441 0.326 1.497  -0.006
H: -1.297 1.929 -2.081  0.078
H: -10.002 -3.733 1.831  0.138
H: -4.133 -1.635 3.407  0.086
H: 3.889 3.545 -5.078  0.080
H: -3.076 -2.380 5.551  0.106
H: 1.609 4.844 0.955  0.126
H: -1.162 -1.612 -2.233  0.120
H: 6.740 1.141 -6.904  0.090
H: 1.624 -1.585 1.207  0.041
H: 5.141 -3.494 0.457  0.106
H: 3.779 6.932 3.870  0.081
H: -2.784 -2.833 -1.096  0.101
H: -0.074 -1.649 1.741  0.023
H: -10.535 -2.327 3.836  0.098
H: 0.884 -3.081 1.639  0.001
H: 1.307 3.619 -1.599  0.062
H: -5.825 0.178 3.679  0.109
H: -8.165 -1.620 4.944  0.087
H: 1.120 2.481 1.170  0.031



(4)
Molecular formula: C4H5CaO6
Method: DFT, ωB97M-V/def2-TZVPD

As for the total charge: +2. The calculation puts the max |F| at 7.577 eV Å⁻¹. The calculation puts the frontier orbital gap (spin up / spin down) at 0.17922 / 0.17923 hartree. Its multiplicity is 2. The calculation puts the LUMO energy (spin up / spin down) at -10.4 / -10.4 eV.

Last column: natural (NBO) charge in e.
Positions of all 16 atoms, in Å:
Ca: -1.092 1.805 -5.678  1.960
O: -0.724 -1.822 -3.479  -0.356
O: 0.381 -0.349 1.968  -0.502
O: -0.175 0.106 -1.551  -0.286
O: 0.518 1.512 3.230  -0.618
O: 0.660 -0.569 4.087  -0.652
O: -0.587 0.211 -4.393  -0.860
C: -0.599 -0.641 -3.557  1.089
C: 0.202 0.426 0.790  -0.095
C: -0.056 -0.553 -0.343  -0.162
C: 0.528 0.312 3.106  0.978
H: 1.104 1.018 0.588  0.213
H: 0.766 -1.291 -0.446  0.285
H: 0.696 -0.107 4.935  0.518
H: -0.655 1.101 0.917  0.215
H: -0.966 -1.160 -0.174  0.272



Taking the records one at a time from the top gives energy above the lowest of the compared OMol25 structures with the same formula, charge and spin values of 5.8, 234.8, 9.7, 8.5 kcal per mole.